13 unconnected molecules or ions with the total composition C51H73N5O15 at a distorted geometry. Source: the Open Molecules 2025 dataset; level of theory: the ωB97M-V functional and the def2-TZVPD basis.

```
144
Properties=species:S:1:pos:R:3:forces:R:3
O -3.3050 5.0064 1.2261 -1.096 -2.371 -0.225
C -3.8749 3.9265 1.2722 1.164 1.922 -0.247
O -3.4002 2.7797 0.7121 0.471 -0.222 0.353
C -4.0847 1.6281 1.2974 -0.355 1.529 -0.212
C -5.4786 2.2207 1.5595 -0.550 -1.407 -0.696
C -5.2040 3.6341 1.9290 0.680 0.784 0.212
H -3.5975 1.3839 2.2414 0.257 -0.296 -0.302
H -4.0581 0.8520 0.5326 0.060 -0.157 0.394
H -6.0733 1.6492 2.2722 0.130 0.032 0.152
H -6.0114 2.1642 0.6103 -0.188 0.144 -0.052
H -5.0066 3.7554 2.9941 -0.346 0.177 0.138
H -5.8934 4.3896 1.5522 -0.181 -0.160 0.355
O 3.3348 2.3152 0.1994 2.036 1.126 -0.294
C 4.3851 2.9132 0.4163 -2.162 -0.172 1.730
O 4.9176 3.8522 -0.3992 -0.991 -0.389 -0.259
C 6.0878 4.4757 0.1188 0.922 -0.930 1.520
C 6.1577 4.0752 1.6299 -0.884 -1.314 -0.588
C 5.3155 2.7651 1.6340 0.987 0.195 -1.741
H 6.1120 5.5431 -0.1007 -0.328 -0.189 0.006
H 6.9496 3.9791 -0.3269 0.014 0.247 -0.444
H 5.6673 4.7600 2.3218 0.467 0.274 -0.078
H 7.1582 3.7441 1.9081 0.077 0.875 0.226
H 5.1596 2.3083 2.6113 -1.242 0.388 -0.239
H 5.8747 1.9749 1.1330 1.007 -0.289 0.142
O -2.2750 -5.4737 -0.8323 -0.956 1.904 -0.058
C -3.3492 -4.8901 -0.7871 0.728 -1.726 -0.690
O -3.5525 -3.5616 -0.7852 2.210 0.596 -0.025
C -4.8654 -3.1339 -0.4665 -0.982 -2.545 0.093
C -5.6740 -4.4389 -0.7831 -0.152 0.043 0.358
C -4.6604 -5.6068 -0.7423 -1.117 0.923 0.297
H -5.1802 -2.3099 -1.1068 0.350 0.044 0.276
H -4.9437 -2.9550 0.6058 0.251 0.594 -0.106
H -6.0758 -4.2994 -1.7867 -0.343 -0.405 0.170
H -6.4247 -4.6578 -0.0238 -0.428 0.458 -0.418
H -4.8931 -6.3403 -1.5142 0.704 0.176 -0.191
H -4.6791 -6.1647 0.1939 -0.123 0.108 0.165
O -0.6682 5.5727 3.1855 2.728 -2.239 0.238
C 0.1827 4.7162 3.4695 -3.824 2.209 -0.801
O 1.0363 4.1587 2.5685 0.097 0.470 -0.457
C 1.9784 3.2717 3.2084 -1.599 0.709 1.180
C 1.2631 3.0870 4.5847 3.404 -3.835 -0.672
C 0.3996 4.1528 4.8461 -1.116 4.118 0.386
H 2.9503 3.7517 3.3230 0.010 0.197 -0.211
H 2.0786 2.3413 2.6493 -0.058 0.168 -0.074
H 2.0833 3.0151 5.2989 -0.422 -0.972 0.451
H 0.5910 2.2435 4.4272 0.659 -0.718 0.607
H 0.8438 5.0187 5.3369 0.659 0.132 0.237
H -0.4390 3.9770 5.5198 -0.423 -0.288 -0.885
O -1.8354 2.2261 3.8684 -0.033 0.236 -0.757
C -2.0564 1.3798 4.6770 -0.779 0.817 0.688
O -1.4678 1.4516 5.8918 0.376 -1.102 1.117
C -1.5210 0.1463 6.5328 -0.218 -1.066 -0.670
C -2.7031 -0.5904 5.8307 -0.197 -0.019 1.114
C -2.9971 0.2007 4.5711 1.621 -0.311 0.572
H -1.6223 0.1037 7.6172 -0.421 1.131 -0.028
H -0.5706 -0.3730 6.4096 0.162 0.154 -0.659
H -3.5594 -0.5490 6.5037 -0.063 0.017 0.020
H -2.5370 -1.6498 5.6353 0.334 0.131 -0.002
H -4.0494 0.4836 4.5449 0.283 0.024 -0.802
H -2.5125 -0.3374 3.7564 -1.084 -0.224 -0.659
O 4.0237 2.9609 -4.9291 0.466 -0.529 -0.101
C 3.7158 3.5546 -3.9416 -1.231 -0.974 -2.101
O 4.4602 4.5522 -3.4708 2.323 -0.638 -1.741
C 3.7059 5.4224 -2.7872 -1.308 1.249 3.583
C 2.4968 4.6120 -2.3282 -2.084 1.574 1.162
C 2.4281 3.3936 -3.1417 1.913 -0.987 -0.730
H 3.4146 6.3570 -3.2665 0.189 -0.226 -0.766
H 4.2431 5.7046 -1.8817 0.208 0.309 -0.060
H 1.6208 5.2344 -2.5108 -0.241 -0.085 0.506
H 2.5346 4.2840 -1.2894 0.056 0.733 0.096
H 1.5505 3.1717 -3.7489 0.316 0.060 0.015
H 2.7335 2.5444 -2.5304 -0.640 -0.444 0.034
O -1.1306 -2.1547 2.8731 0.837 -1.888 -1.128
C -0.6299 -3.2069 2.4833 -0.183 0.202 1.487
O -1.3599 -4.3617 2.4036 -2.797 2.502 0.884
C -0.6938 -5.5277 2.1574 2.256 -1.266 -1.778
C 0.7754 -5.1273 2.3324 0.579 -0.944 -0.857
C 0.8039 -3.6138 2.2194 0.513 -0.142 0.764
H -0.8538 -5.8369 1.1245 -0.132 0.253 -0.266
H -1.0236 -6.4116 2.7035 -0.159 0.576 0.830
H 1.4199 -5.5020 1.5371 -0.129 -0.494 0.065
H 1.1887 -5.4786 3.2778 -0.084 0.161 0.072
H 1.2151 -3.2196 1.2900 -0.319 -0.122 -0.150
H 1.5222 -3.3563 2.9978 -0.413 1.086 0.026
N 0.5784 -4.5932 -1.7893 0.165 -0.441 -1.359
C 0.9690 -5.7776 -2.2659 1.878 -3.690 0.599
C 2.3694 -5.9358 -2.0393 -2.012 -1.507 -1.590
C 2.8284 -4.7203 -1.6160 0.521 1.703 -0.334
C 1.7273 -3.9325 -1.5774 -0.298 3.736 1.923
H -0.3910 -4.3209 -1.7102 0.242 0.337 0.007
H 0.3391 -6.5772 -2.6269 -0.422 0.295 0.273
H 2.9897 -6.7814 -2.2973 -0.324 -0.140 -0.034
H 3.8234 -4.3005 -1.6032 0.057 -0.338 0.331
H 1.6726 -2.8621 -1.4444 0.097 0.054 0.393
N -2.2303 -0.8086 -4.7540 -2.050 0.117 0.769
C -2.0368 -1.3373 -5.9787 1.838 -1.377 0.451
C -1.6494 -2.6868 -5.7317 -0.048 1.434 -2.396
C -1.7791 -2.9613 -4.3799 -1.014 0.634 0.533
C -2.3060 -1.7961 -3.8261 1.359 -0.631 1.038
H -2.5588 0.1305 -4.5797 -0.048 0.117 -0.014
H -1.9341 -0.6395 -6.7966 -0.031 -0.487 -0.285
H -1.2539 -3.3234 -6.5093 -0.134 -0.150 0.079
H -1.5569 -3.8933 -3.8814 -0.228 0.059 -0.008
H -2.6408 -1.6472 -2.8102 0.195 0.349 -0.103
N 0.6761 0.9135 -0.6820 0.632 1.301 -0.594
C 0.1687 -0.1432 -1.3352 -0.755 -0.955 -0.518
C -0.9034 -0.5994 -0.5908 0.719 -2.021 -1.173
C -0.9021 0.1070 0.5722 -0.920 2.987 2.537
C -0.0529 1.2090 0.4363 0.856 -1.588 0.161
H 1.4958 1.4298 -0.9679 -0.085 0.074 -0.031
H 0.5460 -0.5691 -2.2531 0.184 0.489 -0.030
H -1.5271 -1.4545 -0.8059 0.163 -0.072 -0.062
H -1.4391 -0.0528 1.4955 -0.543 -0.066 -0.314
H 0.2264 2.0498 1.0540 -0.181 -0.144 0.123
N 1.8584 -0.7205 2.4744 2.938 -0.569 -0.632
C 2.9628 -0.9983 1.6719 0.253 -0.497 0.570
C 3.9898 -1.4948 2.5081 0.373 0.530 -3.960
C 3.5813 -1.3837 3.7892 -0.421 -0.500 2.112
C 2.2914 -0.9937 3.7388 -2.698 1.478 1.783
H 0.9639 -0.4617 2.0833 -0.172 0.134 0.430
H 2.9490 -0.7393 0.6235 -0.025 -0.376 -0.003
H 4.9300 -1.9262 2.1978 0.040 0.360 -0.291
H 4.1529 -1.5841 4.6834 -0.172 -0.111 -0.034
H 1.6612 -0.7365 4.5773 -0.168 -0.193 -0.006
N -2.4597 1.9258 -2.2403 -0.602 0.154 -2.865
C -1.4829 2.2980 -3.1178 0.030 1.210 -1.098
C -2.0192 2.8101 -4.3283 -0.526 -0.637 2.380
C -3.4262 2.7099 -4.1479 -1.331 -1.475 1.370
C -3.7217 2.0525 -2.9259 3.026 1.014 0.885
H -2.2258 1.5689 -1.3248 -0.384 -0.087 0.050
H -0.4350 2.3276 -2.8580 -0.148 -0.297 0.250
H -1.4942 3.3293 -5.1165 0.035 -0.281 0.071
H -4.2615 3.0106 -4.7629 0.337 0.090 -0.410
H -4.5651 1.8096 -2.2966 -0.387 0.232 -0.661
C 3.3704 -1.9159 -4.4204 0.039 -0.787 -0.366
C 2.3024 -0.9328 -4.8385 2.646 1.510 2.056
O 2.2628 0.0952 -4.1627 -1.090 -0.710 -0.985
C 1.4824 -1.2752 -5.9873 -1.936 -0.642 -0.125
H 2.8773 -2.7922 -3.9996 -0.068 -0.070 0.359
H 4.0807 -1.4918 -3.7107 -0.300 0.076 -0.025
H 3.9228 -2.3425 -5.2576 0.031 0.202 -0.281
H 1.9957 -1.3569 -6.9454 0.067 0.354 0.145
H 0.5492 -0.7120 -5.9840 0.400 0.610 -0.498
H 1.0700 -2.2616 -5.7749 0.270 -0.471 -0.097
```
Forces are in eV/Å.

Output
- LUMO level: 0.23 eV
- Total charge: 0
- Orbital gap: 7.946 eV
- HOMO: -7.7209 eV
- Maximum force: 5.2 eV/Å
- Multiplicity: 1